Arrangement A

Formula: C5H13N2
Source: OMol25
Level of theory: ωB97M-V/def2-TZVPD

charge = +1
orbital gap = 7.59 eV
SMILES string = CN/C=C/CC[NH3+]

Cartesian coordinates (Å):
1 C 1.417 1.971 2.588
2 N 0.219 1.688 1.815
3 C 0.284 0.851 0.737
4 C -0.514 -0.219 0.454
5 C 0.124 -1.298 -0.414
6 C -0.062 -1.050 -1.904
7 N -1.496 -1.356 -2.304
8 H 1.907 1.080 2.974
9 H 2.109 2.564 1.985
10 H 1.123 2.632 3.394
11 H -0.640 1.577 2.332
12 H 1.066 1.191 0.061
13 H -1.588 -0.149 0.574
14 H -0.343 -2.234 -0.097
15 H 1.184 -1.429 -0.220
16 H 0.085 -0.007 -2.181
17 H 0.590 -1.606 -2.584
18 H -2.076 -0.686 -1.793
19 H -1.781 -2.317 -2.111
20 H -1.607 -1.204 -3.306

Atom charges from the Löwdin analysis, given in e for atoms 1 to 4: -0.080, -0.086, -0.167, -0.125



Arrangement B

Formula: C5H13N2
Source: OMol25
Level of theory: ωB97M-V/def2-TZVPD

charge = +1
orbital gap = 10.26 eV

Cartesian coordinates (Å):
1 C 0.528 -1.134 0.209
2 C 1.365 0.192 0.440
3 C -0.472 0.840 -0.309
4 C 2.613 0.424 -0.265
5 C -2.004 -1.216 -0.206
6 N -1.222 1.955 0.140
7 N -0.830 -0.490 0.200
8 H 0.766 -1.806 -0.695
9 H 0.606 -1.777 1.050
10 H 1.309 0.427 1.395
11 H -0.664 0.742 -1.321
12 H 2.306 0.549 -1.375
13 H 3.217 -0.499 -0.150
14 H 3.152 1.325 0.251
15 H -2.057 -1.403 -1.232
16 H -2.185 -2.105 0.248
17 H -2.968 -0.642 0.041
18 H -1.626 2.522 -0.608
19 H -0.879 2.393 0.913
20 H -0.955 -0.297 1.273

Atom charges from the Löwdin analysis, given in e for atoms 1 to 4: -0.077, -0.129, -0.164, -0.088



Arrangement C

Formula: C5H13N2
Source: OMol25
Level of theory: ωB97M-V/def2-TZVPD

charge = +1
orbital gap = 9.97 eV

Cartesian coordinates (Å):
1 C -2.489 2.247 -0.001
2 C -1.032 2.254 0.299
3 C -0.474 1.996 1.484
4 H -2.761 1.568 -0.818
5 H -3.134 2.003 0.845
6 H -2.884 3.205 -0.354
7 H -0.337 2.461 -0.511
8 H 0.593 2.110 1.615
9 H -1.077 1.756 2.353
10 C 1.458 -1.720 -0.979
11 C 0.704 -1.576 0.105
12 N -0.643 -0.984 0.096
13 N 2.747 -2.204 -0.961
14 H 1.083 -1.466 -1.967
15 H 1.095 -1.719 1.103
16 H -0.648 -0.085 0.615
17 H -0.966 -0.789 -0.859
18 H -1.314 -1.628 0.532
19 H 3.210 -2.032 -0.083
20 H 3.321 -1.907 -1.736

Atom charges from the Löwdin analysis, given in e for atoms 1 to 4: -0.106, -0.250, -0.025, 0.071



Arrangement D

Formula: C5H13N2
Source: OMol25
Level of theory: ωB97M-V/def2-TZVPD

charge = +1
orbital gap = 9.41 eV
SMILES string = C=C(N)C[C@H](C)[NH3+]

Cartesian coordinates (Å):
1 C -1.742 1.395 -0.602
2 C -0.740 1.072 0.233
3 N -0.847 1.125 1.646
4 C 0.652 0.711 -0.250
5 C 0.977 -0.779 -0.031
6 C 1.878 -1.386 -1.069
7 N -0.303 -1.626 0.054
8 H -1.592 1.913 -1.536
9 H -2.739 1.362 -0.178
10 H -0.560 1.954 2.142
11 H -1.765 0.877 1.988
12 H 1.296 1.353 0.357
13 H 0.777 0.939 -1.307
14 H 1.403 -0.844 0.969
15 H 1.561 -1.200 -2.095
16 H 1.931 -2.478 -0.993
17 H 2.915 -1.086 -0.927
18 H -0.541 -1.850 -0.912
19 H -0.248 -2.422 0.684
20 H -1.040 -1.008 0.405

Atom charges from the Löwdin analysis, given in e for atoms 1 to 4: 0.086, -0.443, 0.071, -0.104



Stability ranking, top and bottom: arrangement D is the most stable and arrangement B is the least stable.